(1)
Formula: C3H10N2O2
Source: OMol25
Level of theory: the ωB97M-V functional and the def2-TZVPD basis

Properties
Calculated total energy (hartree): -380.13987
E_LUMO (eV): 0.92
Relative energy (zero: lowest compared OMol25 entry of this formula, charge and spin) (kcal per mole): 123.5
Frontier orbital gap (hartree): 0.2951
E_HOMO (eV): -7.12

Atoms and positions in Å:
C (-0.653, -1.624, 0.727)
C (0.891, 0.414, 0.168)
C (-1.918, 0.361, 0.243)
N (1.374, 1.754, 0.000)
N (0.958, -0.313, -1.185)
O (-1.545, -1.034, -0.067)
O (0.095, -2.480, 0.179)
H (0.697, -1.482, -0.909)
H (-0.850, -1.542, 1.807)
H (1.626, -0.127, 0.774)
H (0.659, 2.444, 0.196)
H (2.207, 1.984, 0.524)
H (1.865, -0.223, -1.642)
H (0.251, 0.126, -1.773)
H (-2.280, 0.380, 1.280)
H (-2.750, 0.572, -0.429)
H (-0.629, 0.790, 0.107)

Atomic partial charges in e from the natural (NBO) method, atoms 1 to 4: C 0.6253; C -0.2792; C -0.3666; N -0.8772


(2)
Formula: C3H10N2O2
Source: OMol25
Level of theory: the ωB97M-V functional and the def2-TZVPD basis

Properties
Calculated total energy (hartree): -380.27292
E_LUMO (eV): 0.72
Relative energy (zero: lowest compared OMol25 entry of this formula, charge and spin) (kcal per mole): 40.0
Frontier orbital gap (hartree): 0.3633
E_HOMO (eV): -9.17

Atoms and positions in Å:
C (-0.842, 0.610, 1.023)
N (0.266, -0.095, 0.402)
C (1.055, -0.904, 1.206)
O (1.144, -0.724, 2.404)
C (1.872, -1.929, 0.387)
N (2.034, -1.589, -1.008)
H (-1.709, 0.860, 0.425)
H (-1.200, 0.186, 1.964)
H (-0.374, 1.526, 1.427)
H (0.736, 0.381, -0.343)
H (1.407, -2.850, 0.771)
H (2.828, -1.981, 0.944)
H (3.017, -1.394, -1.117)
H (1.800, -2.373, -1.592)
O (-4.176, 3.078, -2.420)
H (-3.344, 3.228, -1.950)
H (-4.514, 3.969, -2.523)

Atomic partial charges in e from the natural (NBO) method, atoms 1 to 4: C -0.4318; N -0.6599; C 0.6775; O -0.6043


(3)
Formula: C3H10N2O2
Source: OMol25
Level of theory: the ωB97M-V functional and the def2-TZVPD basis

Properties
Calculated total energy (hartree): -380.30011
E_LUMO (eV): 0.56
Relative energy (zero: lowest compared OMol25 entry of this formula, charge and spin) (kcal per mole): 22.9
Frontier orbital gap (hartree): 0.3601
E_HOMO (eV): -9.24

Atoms and positions in Å:
C (2.485, -0.950, -1.281)
N (1.470, -0.318, -0.466)
C (1.249, 1.005, -0.436)
O (1.752, 1.779, -1.235)
C (0.111, 1.490, 0.448)
N (-0.394, 0.453, 1.403)
H (3.230, -1.407, -0.635)
H (2.039, -1.593, -2.033)
H (3.004, -0.162, -1.822)
H (0.946, -0.830, 0.247)
H (-0.636, 1.683, -0.321)
H (0.347, 2.403, 0.976)
H (-0.364, 0.959, 2.279)
H (-1.361, 0.262, 1.217)
O (-4.332, -1.764, 0.751)
H (-4.898, -2.158, 0.094)
H (-4.646, -0.851, 0.814)

Atomic partial charges in e from the natural (NBO) method, atoms 1 to 4: C -0.4239; N -0.6165; C 0.6504; O -0.6512


(4)
Formula: C3H10N2O2
Source: OMol25
Level of theory: the ωB97M-V functional and the def2-TZVPD basis

Properties
Calculated total energy (hartree): -380.31616
E_LUMO (eV): 0.70
Relative energy (zero: lowest compared OMol25 entry of this formula, charge and spin) (kcal per mole): 12.9
Frontier orbital gap (hartree): 0.3848
E_HOMO (eV): -9.77

Atoms and positions in Å:
C (1.493, -0.289, -0.501)
C (0.088, -0.841, -0.226)
N (-0.277, -1.880, -1.195)
C (-0.907, 0.299, -0.068)
N (-1.380, 0.913, -1.180)
O (-1.283, 0.650, 1.036)
H (1.531, 0.290, -1.434)
H (1.830, 0.344, 0.319)
H (2.173, -1.133, -0.604)
H (0.118, -1.246, 0.794)
H (-1.207, -1.700, -1.580)
H (-0.424, -2.738, -0.681)
H (-1.995, 1.679, -0.966)
H (-1.090, 0.651, -2.108)
O (0.635, 2.019, 2.820)
H (0.067, 1.677, 2.110)
H (0.629, 1.305, 3.463)

Atomic partial charges in e from the natural (NBO) method, atoms 1 to 4: C -0.6060; C -0.1510; N -0.8317; C 0.6775


(5)
Formula: C3H10N2O2
Source: OMol25
Level of theory: the ωB97M-V functional and the def2-TZVPD basis

Properties
Calculated total energy (hartree): -380.13026
E_LUMO (eV): 0.83
Relative energy (zero: lowest compared OMol25 entry of this formula, charge and spin) (kcal per mole): 129.5
Frontier orbital gap (hartree): 0.3358
E_HOMO (eV): -8.30

Atoms and positions in Å:
C (-0.025, -0.670, 0.191)
C (0.196, 1.648, -0.374)
C (-2.178, 0.403, -0.012)
N (-0.380, 0.603, 0.468)
N (1.744, -0.529, 0.841)
O (2.268, -1.825, 0.500)
O (0.110, -1.080, -1.111)
H (2.926, -1.598, -0.177)
H (0.573, -1.928, -1.061)
H (1.582, -0.616, 1.847)
H (-0.445, -1.437, 0.841)
H (-0.407, 2.554, -0.278)
H (1.195, 1.889, -0.003)
H (0.263, 1.375, -1.430)
H (-2.627, -0.485, 0.429)
H (-2.214, 0.388, -1.099)
H (-2.583, 1.309, 0.430)

Atomic partial charges in e from the natural (NBO) method, atoms 1 to 4: C 0.4110; C -0.4382; C -0.4278; N -0.4314


(6)
Formula: C3H10N2O2
Source: OMol25
Level of theory: the ωB97M-V functional and the def2-TZVPD basis

Properties
Calculated total energy (hartree): -380.31085
E_LUMO (eV): 0.82
Relative energy (zero: lowest compared OMol25 entry of this formula, charge and spin) (kcal per mole): 16.2
Frontier orbital gap (hartree): 0.3785
E_HOMO (eV): -9.48

Atoms and positions in Å:
C (0.062, 1.151, 1.356)
C (0.199, -0.080, 0.483)
O (-0.729, -0.752, 0.094)
N (1.472, -0.316, 0.022)
C (1.619, -1.127, -1.188)
N (1.005, -0.660, -2.378)
H (-0.509, 0.903, 2.241)
H (-0.490, 1.900, 0.810)
H (1.060, 1.478, 1.636)
H (2.161, 0.418, 0.068)
H (1.260, -2.130, -0.970)
H (2.692, -1.244, -1.333)
H (0.016, -0.855, -2.435)
H (0.993, 0.334, -2.585)
O (-3.440, 0.571, 1.654)
H (-4.250, 0.704, 1.152)
H (-3.121, -0.296, 1.370)

Atomic partial charges in e from the natural (NBO) method, atoms 1 to 4: C -0.7056; C 0.6904; O -0.6372; N -0.6388


(7)
Formula: C3H10N2O2
Source: OMol25
Level of theory: the ωB97M-V functional and the def2-TZVPD basis

Properties
<S²>: 2.008
Multiplicity: 3
Calculated total energy (hartree): -380.01974
E_LUMO (spin up / spin down) (eV): 1.01 / -0.15
Relative energy (zero: lowest compared OMol25 entry of this formula, charge and spin) (kcal per mole): 42.8
Frontier orbital gap (spin up / spin down) (hartree): 0.2507 / 0.3605
E_HOMO (spin up / spin down) (eV): -5.81 / -9.96

Atoms and positions in Å:
C (2.391, 0.413, 0.322)
C (-0.629, -1.421, 0.994)
C (1.151, 0.868, -0.335)
N (-2.664, 0.647, -0.913)
N (-1.004, -0.170, 0.520)
O (1.096, 0.363, -1.567)
O (-1.609, -0.314, -0.747)
H (2.493, -0.544, -0.042)
H (3.214, 1.009, -0.031)
H (2.258, 0.590, 1.375)
H (-0.624, -2.299, 0.258)
H (0.277, -1.102, 1.465)
H (-1.232, -1.787, 1.854)
H (0.478, 1.668, -0.133)
H (-3.542, 0.247, -0.574)
H (-2.359, 1.404, -0.286)
H (0.305, 0.427, -2.161)

Atomic partial charges in e from the natural (NBO) method, atoms 1 to 4: C -0.6818; C -0.5159; C 0.1110; N -0.5110


(8)
Formula: C3H10N2O2Si
Source: OMol25
Level of theory: the ωB97M-V functional and the def2-TZVPD basis

Properties
Calculated total energy (hartree): -669.68016
E_LUMO (eV): 0.60
Relative energy (zero: lowest compared OMol25 entry of this formula, charge and spin) (kcal per mole): 94.8
Frontier orbital gap (hartree): 0.2805
E_HOMO (eV): -7.03

Atoms and positions in Å:
C (-3.029, -0.534, 0.166)
C (1.146, -0.573, -0.866)
C (0.155, 0.256, -0.104)
N (0.964, -2.039, -0.817)
N (0.391, -0.086, 1.493)
O (-2.667, -0.434, 1.266)
O (-3.262, -0.633, -0.951)
Si (0.126, 2.128, -0.344)
H (1.096, -0.220, -1.880)
H (2.209, -0.382, -0.589)
H (0.129, -2.486, -1.423)
H (1.808, -2.586, -1.120)
H (1.204, 0.211, 1.883)
H (-0.401, 0.432, 1.834)
H (0.245, -1.093, 1.614)
H (1.274, 3.082, -0.284)
H (-1.169, 2.559, -1.001)
H (-0.218, 2.397, 1.122)

Atomic partial charges in e from the natural (NBO) method, atoms 1 to 4: C 1.0503; C -0.2891; C -0.6346; N -0.8941